Record 1
Density functional theory data (the ωB97M-V functional and the def2-TZVPD basis) for 5 unconnected molecules or ions with the total composition C4H16BrN8O4 in a non-equilibrium geometry.

## Properties
HOMO-LUMO gap ... 7.5 eV
Energy ... -3475.2442 Ha
Relative energy (zero: lowest compared OMol25 entry of this formula, charge and spin) ... 74.7 kcal/mol
LUMO energy ... 2.50 eV
HOMO level ... -4.95 eV
Charge ... -1

Cartesian coordinates (Å):
Br 0.157 -0.456 -0.589
C 3.412 3.446 2.869
O 3.882 4.288 3.640
N 3.693 3.253 1.592
N 2.279 2.873 3.140
H 4.440 3.692 1.072
H 2.956 2.788 1.083
H 1.858 2.232 2.483
H 1.822 3.133 4.002
C -4.378 -1.417 -4.873
O -5.152 -1.883 -5.703
N -3.151 -1.824 -4.691
N -4.773 -0.496 -3.990
H -2.678 -2.625 -5.084
H -2.588 -1.335 -4.009
H -5.659 -0.011 -3.996
H -4.226 -0.273 -3.170
C 5.438 -4.014 -0.051
O 6.385 -4.732 -0.195
N 4.712 -3.532 -1.033
N 5.243 -3.334 1.041
H 3.822 -3.114 -0.803
H 4.902 -3.993 -1.911
H 4.505 -2.644 1.053
H 5.957 -3.421 1.749
C -4.477 1.797 2.340
O -5.363 2.033 3.126
N -3.499 2.599 2.134
N -4.422 0.676 1.707
H -3.556 3.505 2.577
H -2.842 2.427 1.387
H -3.605 0.406 1.178
H -5.096 -0.044 1.926

Record 2
Density functional theory data (the ωB97M-V functional and the def2-TZVPD basis) for a molecular structure, C4H7NO in a non-equilibrium geometry.

## Properties
HOMO-LUMO gap ... 9.7 eV
Energy ... -286.4810 Ha
Relative energy (zero: lowest compared OMol25 entry of this formula, charge and spin) ... 94.5 kcal/mol
LUMO energy ... 0.64 eV
HOMO level ... -9.11 eV
Charge ... 0

Cartesian coordinates (Å):
C -1.414 1.932 0.338
C -0.486 0.776 0.381
N -0.203 -0.030 1.305
C 0.783 -0.935 0.722
C 0.990 -0.533 -0.719
O 0.211 0.527 -0.847
H -0.867 2.847 0.093
H -1.902 2.044 1.306
H -2.169 1.777 -0.439
H 1.736 -0.865 1.261
H 0.463 -1.980 0.801
H 1.344 -3.154 -2.210
H 1.515 -2.407 -1.991

Record 3
Density functional theory data (the ωB97M-V functional and the def2-TZVPD basis) for 9 unconnected molecules or ions with the total composition C18H53N15O10 in a non-equilibrium geometry.

## Properties
Multiplicity ... 2
HOMO-LUMO gap (alpha / beta) ... 7.3 / 2.7 eV
Energy ... -2291.0620 Ha
LUMO energy (alpha / beta) ... -3.32 / -7.93 eV
HOMO level (alpha / beta) ... -10.64 / -10.64 eV
Charge ... +1

Cartesian coordinates (Å):
C -4.637 -7.469 1.240
C -3.544 -6.562 0.558
O -3.197 -5.332 1.299
O -4.861 -8.555 0.492
H -5.529 -6.843 1.239
H -4.442 -7.790 2.263
H -3.962 -6.196 -0.380
H -2.621 -7.134 0.463
H -3.125 -5.676 2.193
H -5.646 -8.880 0.939
C -2.315 3.955 0.180
O -3.054 4.290 1.065
N -2.407 2.930 -0.591
N -1.242 4.631 0.042
H -2.014 2.748 -1.503
H -3.186 2.388 -0.243
H -1.128 5.412 0.672
H -0.695 4.567 -0.804
C -1.340 -2.150 4.998
O -0.703 -3.085 5.407
N -2.537 -1.881 5.373
N -0.827 -1.219 4.235
H -3.124 -2.701 5.435
H -2.911 -1.024 4.993
H -1.432 -0.453 3.974
H 0.140 -1.210 3.945
C -0.829 -5.358 -2.703
O -0.566 -6.506 -3.073
N 0.041 -4.711 -1.997
N -1.877 -4.684 -3.101
H 0.934 -5.134 -1.789
H -0.327 -3.848 -1.624
H -1.938 -3.698 -2.890
H -2.176 -5.020 -4.006
C -1.082 -1.324 0.111
O -0.578 -1.784 -0.835
N -1.712 -1.953 1.043
N -1.206 -0.087 0.349
H -1.773 -2.942 0.847
H -1.589 -1.637 1.994
H -1.819 0.263 1.071
H -0.784 0.641 -0.210
C -1.767 1.909 3.875
O -2.315 0.962 3.296
N -1.919 3.097 3.612
N -1.016 1.707 4.918
H -1.193 3.581 4.121
H -2.192 3.366 2.677
H -1.137 0.855 5.447
H -0.711 2.550 5.382
C -3.884 -0.089 -2.747
O -4.698 -0.826 -2.295
N -2.617 -0.284 -2.504
N -4.076 0.973 -3.495
H -2.299 -0.849 -1.730
H -2.033 0.417 -2.937
H -5.031 1.287 -3.596
H -3.302 1.606 -3.639
C 2.798 -1.833 -2.035
O 3.931 -2.093 -2.433
N 1.866 -1.324 -2.759
N 2.361 -2.051 -0.834
H 1.958 -1.040 -3.724
H 0.924 -1.437 -2.411
H 1.405 -2.376 -0.818
H 3.045 -2.338 -0.149
C 1.759 3.069 -2.040
C 2.704 2.378 -1.003
C 3.823 1.424 -1.772
C 4.961 2.259 -2.279
C 5.501 3.105 -1.108
C 4.490 4.009 -0.292
N 3.293 3.151 0.137
O 2.337 3.863 0.947
C 5.200 4.360 1.017
C 4.061 5.347 -1.090
C 1.776 1.337 -0.218
H 1.107 3.885 -1.727
H 1.259 2.345 -2.684
H 2.314 3.635 -2.789
H 4.240 0.735 -1.037
H 3.383 0.958 -2.654
H 4.749 2.930 -3.112
H 5.780 1.545 -2.356
H 6.004 3.916 -1.635
H 6.148 2.516 -0.458
H 4.664 5.044 1.676
H 5.325 3.495 1.669
H 6.168 4.822 0.827
H 4.766 5.809 -1.781
H 3.233 5.195 -1.783
H 3.847 6.158 -0.393
H 1.058 1.953 0.324
H 2.352 0.667 0.420
H 1.185 0.847 -0.991
H 2.031 4.493 0.291

Record 4
Density functional theory data (the ωB97M-V functional and the def2-TZVPD basis) for a gas-phase ion, C4H11N2O (charge -1) in a non-equilibrium geometry.

## Properties
SMILES ... CC(C)(C)N(N)[O-]
HOMO-LUMO gap ... 6.2 eV
Energy ... -343.6221 Ha
Relative energy (zero: lowest compared OMol25 entry of this formula, charge and spin) ... 93.6 kcal/mol
LUMO energy ... 4.01 eV
HOMO level ... -2.23 eV
Charge ... -1

Cartesian coordinates (Å):
C -1.049 -0.976 0.753
C -0.457 1.507 0.595
C -0.540 0.236 -1.362
C -0.144 0.037 0.137
N 1.774 -1.298 0.132
N 1.264 -0.039 0.528
O 2.011 1.094 -0.248
H -1.184 -1.941 0.170
H -0.696 -1.260 1.688
H -2.064 -0.635 1.089
H 0.456 2.152 0.299
H -0.495 1.629 1.637
H -1.483 1.728 0.389
H 0.175 0.919 -1.859
H -0.416 -0.760 -1.876
H -1.530 0.526 -1.470
H 1.562 -1.649 -0.753
H 2.814 -1.272 0.150

Record 5
Density functional theory data (the ωB97M-V functional and the def2-TZVPD basis) for 2 unconnected molecules or ions with the total composition C4H5Br in a non-equilibrium geometry.

## Properties
SMILES ... C=C1C=C1.Br
HOMO-LUMO gap ... 9.2 eV
Energy ... -2729.2787 Ha
Relative energy (zero: lowest compared OMol25 entry of this formula, charge and spin) ... 57.8 kcal/mol
LUMO energy ... 0.68 eV
HOMO level ... -8.48 eV
Charge ... 0

Cartesian coordinates (Å):
C 0.123 -0.085 -0.476
C 0.489 1.074 0.129
C 0.035 -1.475 -0.984
C -1.001 -0.624 -1.174
Br -0.598 -0.475 3.080
H -0.011 1.968 0.012
H 1.441 1.099 0.727
H -0.770 0.441 1.885
H 0.400 -2.548 -0.786
H -2.001 -0.600 -1.371

Record 6
Density functional theory data (the ωB97M-V functional and the def2-TZVPD basis) for 2 unconnected molecules or ions with the total composition C4H11NO in a non-equilibrium geometry.

## Properties
SMILES ... CC(N)=O.CC
HOMO-LUMO gap ... 10.7 eV
Energy ... -289.0049 Ha
Relative energy (zero: lowest compared OMol25 entry of this formula, charge and spin) ... 7.6 kcal/mol
LUMO energy ... 0.82 eV
HOMO level ... -9.84 eV
Charge ... 0

Cartesian coordinates (Å):
C 2.235 -0.179 -1.057
C 1.514 -0.813 0.097
O 1.361 -2.016 0.177
N 1.118 0.038 1.087
H 3.146 -0.698 -1.327
H 2.455 0.877 -0.888
H 0.622 -0.434 1.828
H 1.564 0.912 1.290
H 1.573 -0.050 -1.920
C -2.062 1.082 -0.072
C -3.583 1.278 -0.225
H -1.564 2.045 -0.175
H -1.778 0.726 0.914
H -1.710 0.425 -0.861
H -3.895 1.044 -1.239
H -4.154 0.708 0.502
H -3.845 2.330 -0.075

Record 7
Density functional theory data (the ωB97M-V functional and the def2-TZVPD basis) for a single C6H9F molecule in a non-equilibrium geometry.

## Properties
Multiplicity ... 3
HOMO-LUMO gap (alpha / beta) ... 5.7 / 8.6 eV
Energy ... -333.6031 Ha
Relative energy (zero: lowest compared OMol25 entry of this formula, charge and spin) ... 43.8 kcal/mol
LUMO energy (alpha / beta) ... 1.09 / -2.12 eV
HOMO level (alpha / beta) ... -4.63 / -10.70 eV
Charge ... 0

Cartesian coordinates (Å):
C -1.342 -1.003 -1.760
C -2.118 0.016 -1.714
C -1.808 0.530 -0.324
C -0.672 -0.523 -0.284
C 1.299 0.285 1.006
C 0.743 -0.048 -0.287
F -3.079 0.530 -2.575
H -1.018 -1.815 -2.382
H -1.638 1.584 -0.249
H -2.628 0.259 0.316
H -0.989 -1.293 0.513
H 1.563 -0.668 1.554
H 0.685 0.959 1.687
H 2.268 0.747 0.908
H 1.473 -0.847 -0.646
H 0.667 0.821 -0.901

Record 8
Density functional theory data (the ωB97M-V functional and the def2-TZVPD basis) for a molecular structure, C2H3O2Sn in a non-equilibrium geometry.

## Properties
Multiplicity ... 2
HOMO-LUMO gap (alpha / beta) ... 7.4 / 6.7 eV
Energy ... -442.5567 Ha
Relative energy (zero: lowest compared OMol25 entry of this formula, charge and spin) ... 83.5 kcal/mol
LUMO energy (alpha / beta) ... -0.60 / -1.37 eV
HOMO level (alpha / beta) ... -7.97 / -8.05 eV
Charge ... 0

Cartesian coordinates (Å):
O -1.822 0.537 1.712
C 0.607 -0.810 -0.113
O 1.664 -0.484 -0.639
C 1.837 0.751 -1.439
H 2.078 0.419 -2.452
H 0.905 1.323 -1.399
H 2.671 1.282 -0.974
Sn -1.425 -0.379 0.278

Q: What is the energy in the sixth record?
A: -289.0049 Ha